ORCA calculation (ωB97M-V with the def2-TZVPD basis set) on a 2-piece molecular cluster, C6H15ClNO2 overall in a non-equilibrium geometry.

Properties
strongest force on any atom: 1.7 eV Å⁻¹
M: 168.6 g mol⁻¹
charge: -1
orbital gap: 0.24049 hartree
LUMO energy: 2.83 eV

Bonds (Å) are listed after each position.
Element x y z (Å)
1 Cl -2.45 -3.87 3.08  no bonds
2 C 3.87 1.43 -0.55  O3 1.410, H11 1.085, H12 1.095, H13 1.097
3 O 2.76 0.58 -0.72  C2 1.410, C4 1.398
4 C 2.10 0.25 0.47  O3 1.398, C5 1.519, H14 1.100, H15 1.104
5 C 0.68 -0.19 0.14  C4 1.519, N6 1.458, H16 1.099, H17 1.093
6 N -0.12 -0.31 1.35  C5 1.458, C7 1.451, H18 1.009
7 C -1.40 -0.95 1.11  N6 1.451, C8 1.511, H19 1.091, H20 1.104
8 C -2.29 -0.19 0.16  C7 1.511, O9 1.410, H21 1.103, H22 1.102
9 O -2.06 -0.53 -1.19  C8 1.410, C10 1.392
10 C -2.56 0.41 -2.09  O9 1.392, H23 1.094, H24 1.097, H25 1.093
11 H 4.24 1.67 -1.54  C2 1.085
12 H 4.64 0.96 0.07  C2 1.095
13 H 3.55 2.34 -0.03  C2 1.097
14 H 2.05 1.06 1.22  C4 1.100
15 H 2.60 -0.56 1.02  C4 1.104
16 H 0.64 -1.13 -0.42  C5 1.099
17 H 0.25 0.57 -0.52  C5 1.093
18 H 0.39 -0.77 2.09  N6 1.009
19 H -1.92 -1.22 2.03  C7 1.091
20 H -1.27 -1.95 0.66  C7 1.104
21 H -2.26 0.89 0.39  C8 1.103
22 H -3.35 -0.42 0.39  C8 1.102
23 H -2.10 1.39 -1.96  C10 1.094
24 H -3.65 0.46 -2.05  C10 1.097
25 H -2.33 0.08 -3.10  C10 1.093

Results of the Löwdin charge analysis, in e, for atoms 1 through 2: Cl -0.8462; C -0.1189